[1]
25
Properties=species:S:1:pos:R:3:forces:R:3:mulliken_charge:R:1 method="wB97M-V/def2-TZVPD" relative_energy_kj_mol=185.7 total_energy_ha=-1313.90417 homo_ev=-8.14
C 2.7734 1.2891 1.0380 -3.5 -0.4 -1.0 -0.681
C -2.3164 0.7388 -1.3192 -0.9 0.9 -0.2 -0.743
C 1.9661 2.4001 1.0585 0.5 1.1 0.4 -0.485
C -3.3408 1.6205 -1.0797 0.0 0.3 -0.5 -0.233
C 2.0752 0.1011 0.5951 -0.4 0.2 -0.8 0.277
C -2.0165 0.0267 -0.1790 -0.9 0.4 1.8 -0.148
C 0.7751 0.4076 0.2894 -2.4 -1.9 -0.5 0.295
C 2.6107 -1.3421 0.4044 -1.3 3.2 3.2 -1.270
C -0.5290 -1.8255 -1.2367 1.2 -0.1 -0.2 -1.568
C -0.9449 -0.9343 -0.0222 4.7 0.2 -0.8 1.581
N -2.7493 0.3339 0.8789 -0.3 -0.4 0.7 -0.537
O -0.8933 -1.7019 1.0787 -0.8 0.3 1.3 -0.537
S 0.3417 2.0310 0.5239 1.2 0.3 0.5 -0.113
S -3.8687 1.4758 0.5006 0.8 -0.6 0.5 0.046
H 3.7559 1.2146 1.2800 2.8 0.3 0.8 0.525
H -1.7512 0.5776 -2.1785 0.5 0.2 -1.6 0.440
H 2.2663 3.4481 1.3739 -0.5 -1.6 -0.5 0.303
H -3.7940 2.4120 -1.6548 0.2 -0.2 -0.6 0.386
H 3.6189 -1.3576 0.1745 1.9 -0.2 -0.8 0.499
H 2.4771 -1.7206 1.4158 0.1 -0.9 -0.2 0.288
H 1.9494 -1.7399 -0.2737 -1.0 -1.6 -1.5 0.169
H -1.4360 -1.9492 -1.8822 1.0 -0.2 0.3 0.400
H -0.1614 -2.8128 -0.8038 -0.9 1.1 -0.5 0.460
H 0.4105 -1.4871 -1.8497 -2.2 -0.1 1.1 0.257
H -1.2188 -1.2059 1.8676 0.1 -0.3 -0.8 0.390


[2]
14
Properties=species:S:1:pos:R:3:forces:R:3:mulliken_charge:R:1 method="wB97M-V/def2-TZVPD" relative_energy_kj_mol=66.7 total_energy_ha=-449.29577 homo_ev=-8.34
N -0.2910 -1.2691 1.9010 0.6 -1.1 2.0 -0.768
N -0.4296 -0.3149 0.9250 0.8 1.1 -2.2 -0.195
C 0.5599 -0.2454 0.0781 -2.0 -1.2 2.3 0.450
N 1.7965 -0.7669 0.2766 0.4 -0.4 -0.2 -0.474
N 0.2436 0.3595 -1.0964 -0.6 1.0 0.2 -0.191
C -0.9752 1.0795 -1.0763 -1.9 -0.4 -2.9 0.549
O -2.1246 0.7455 -0.8546 1.9 0.1 0.6 -0.508
O -0.7742 2.2025 -1.8169 -0.1 0.5 0.3 -0.479
H -0.1028 -0.7814 2.7798 0.0 -0.3 0.0 0.202
H -1.2079 -1.7057 2.0357 0.4 0.3 -0.1 0.260
H 2.2683 -1.1082 -0.5480 0.0 0.0 0.0 0.224
H 1.7308 -1.4599 1.0195 0.1 0.0 0.0 0.331
H 0.9909 0.7410 -1.6521 -0.1 0.5 0.0 0.256
H -1.6848 2.5235 -1.9715 0.5 0.0 0.0 0.346


[3]
17
Properties=species:S:1:pos:R:3:forces:R:3:mulliken_charge:R:1 method="wB97M-V/def2-TZVPD" relative_energy_kj_mol=408.4 total_energy_ha=-309.68682 homo_ev=-8.65
C 1.0909 -1.2798 0.3310 -0.4 -0.3 0.3 -1.267
C 0.8088 0.7936 -0.8657 0.0 0.9 -0.5 -0.537
C -0.5621 0.3829 -1.3412 0.2 0.0 0.0 -0.539
C -1.2401 0.2369 0.0063 0.2 -0.4 -0.1 0.024
C -0.4565 -0.9580 0.6188 0.2 -0.3 0.2 -0.644
O -0.9290 1.4479 0.6723 0.1 -0.1 0.1 -0.470
C 0.4533 1.5974 0.3419 0.3 0.2 -0.2 -0.268
H 1.9081 -0.6087 0.6393 -0.8 0.1 0.0 0.400
H 1.3582 -1.6070 -0.6859 -0.5 0.2 0.2 0.360
H 1.2005 -2.1520 0.9690 0.3 -0.3 0.0 0.382
H -0.8853 1.2559 -1.9285 -0.2 0.0 0.1 0.374
H -0.6280 -0.5106 -1.9717 0.3 0.2 0.0 0.319
H -2.3361 0.1276 0.0495 0.5 -0.2 -0.1 0.436
H -0.9423 -1.8595 0.2391 -0.2 -0.1 0.2 0.385
H -0.5686 -0.9131 1.7046 -0.1 -0.2 0.0 0.372
H 0.6665 2.6113 -0.0197 -0.1 0.2 0.1 0.381
H 1.0617 1.4350 1.2409 0.1 0.0 -0.4 0.293


[4]
9
Properties=species:S:1:pos:R:3:forces:R:3:mulliken_charge:R:1 method="wB97M-V/def2-TZVPD" relative_energy_kj_mol=453.9 total_energy_ha=-313.48608 homo_ev=-8.60
N -1.7290 -0.0411 0.4449 -0.2 0.0 0.4 -0.449
C -0.5786 0.2938 -0.1713 -0.3 0.2 -0.1 0.578
N 0.4672 -0.4686 -0.6037 -0.2 1.0 -1.2 -0.353
N 1.7807 -0.1974 0.0992 0.9 0.8 0.4 0.231
N 2.3352 0.8418 0.0771 0.1 -0.8 0.5 -0.436
N -0.0179 1.1950 -0.8290 -0.1 -1.2 -0.4 -0.378
H -1.8831 -1.0398 0.4046 -0.2 0.1 0.1 0.282
H -2.5152 0.5240 0.1535 0.0 -0.1 0.2 0.271
H 2.1406 -1.1077 0.4247 -0.1 0.0 0.0 0.254